C4H11NS2 | wB97M-V/def2-TZVPD

CARTESIAN COORDINATES (ANGSTROEM)
N  2.020  0.476  -0.864
C  0.977  1.139  -0.003
C  1.416  2.656  0.311
C  0.886  0.278  1.239
S  -0.664  -0.870  1.187
S  -1.738  -0.653  -0.474
C  -0.815  -1.573  -1.702
H  2.892  0.464  -0.534
H  1.914  0.574  -1.918
H  -0.014  1.098  -0.695
H  1.786  2.775  1.283
H  0.497  3.275  0.434
H  2.021  2.974  -0.541
H  0.502  0.787  2.171
H  1.757  -0.357  1.437
H  -1.216  -2.635  -1.696
H  -1.032  -1.160  -2.728
H  0.409  -1.754  -1.645

## Properties
energy relative to the best compared isomer or geometry (same formula, charge and spin)	1.947	eV
Kohn-Sham gap	9.13	eV
largest force on an atom	6.3	eV/Å
SMILES string	CSSC[C@@H](C)N

C4H11NSi | wB97M-V/def2-TZVPD

CARTESIAN COORDINATES (ANGSTROEM)
C  2.339  0.998  -0.398
C  -0.278  -0.120  1.940
C  -0.451  -1.887  -0.841
C  -1.242  1.341  -0.430
N  2.316  2.065  -1.007
Si  -0.134  -0.190  -0.037
H  3.403  0.643  0.019
H  0.221  -1.104  2.139
H  0.397  0.683  2.378
H  -1.352  -0.215  2.099
H  0.439  -2.418  -1.228
H  -0.995  -2.730  -0.259
H  -0.976  -1.801  -1.847
H  -2.227  1.014  -0.206
H  -0.973  2.229  0.128
H  -1.241  1.698  -1.441
H  3.197  2.519  -1.128

## Properties
energy relative to the best compared isomer or geometry (same formula, charge and spin)	3.848	eV
Kohn-Sham gap	8.18	eV
largest force on an atom	3.5	eV/Å

C4H11NSi2 | wB97M-V/def2-TZVPD

CARTESIAN COORDINATES (ANGSTROEM)
C  -1.804  -1.237  -1.840
C  -2.265  2.855  0.461
C  -0.749  -0.740  -1.072
C  -1.944  1.782  -0.212
N  2.604  -1.634  1.837
Si  4.081  -1.770  1.121
Si  -0.366  0.657  0.063
H  -1.890  -2.104  -2.415
H  -2.791  -0.766  -1.900
H  -3.081  3.517  0.272
H  -1.737  3.273  1.413
H  0.140  -1.370  -1.156
H  -2.418  1.361  -1.065
H  1.785  -2.039  1.677
H  0.679  1.459  -0.570
H  4.627  -2.360  -0.118
H  5.172  -1.212  1.955
H  -0.043  0.327  1.547

## Properties
energy relative to the best compared isomer or geometry (same formula, charge and spin)	2.329	eV
⟨S²⟩	2.0057
Kohn-Sham gap (alpha / beta)	6.07 / 7.37	eV
largest force on an atom	7.0	eV/Å
multiplicity	3

C4H11O2PS | wB97M-V/def2-TZVPD

CARTESIAN COORDINATES (ANGSTROEM)
C  -2.223  1.826  0.400
C  0.339  -1.793  0.828
C  -1.174  1.094  -0.389
C  1.354  -1.871  -0.308
O  0.034  1.287  0.279
O  1.208  -0.712  -1.209
P  1.603  0.726  -0.659
S  3.093  0.739  0.552
H  -2.540  1.145  1.148
H  -1.716  2.635  0.796
H  -2.993  2.135  -0.158
H  0.765  -1.094  1.436
H  -0.611  -1.608  0.549
H  0.349  -2.811  1.423
H  -0.930  1.668  -1.425
H  -1.473  0.104  -0.538
H  1.168  -2.839  -0.785
H  2.332  -2.048  -0.070
H  1.414  1.415  -1.868

## Properties
energy relative to the best compared isomer or geometry (same formula, charge and spin)	1.548	eV
Kohn-Sham gap	10.47	eV
largest force on an atom	5.6	eV/Å
SMILES string	CCO[PH](=S)OCC

C4H11O2Sn | wB97M-V/def2-TZVPD

CARTESIAN COORDINATES (ANGSTROEM)
H  -4.041  -2.063  0.228
C  -2.379  -1.304  -0.041
H  -2.455  -1.948  -0.924
H  -2.248  -1.858  0.896
H  -3.039  -0.427  -0.019
O  -0.893  -0.612  -0.272
C  -0.468  0.252  0.780
C  1.032  0.436  0.698
O  1.360  0.731  -0.671
C  2.690  1.219  -0.870
Sn  0.185  -0.287  -1.804
H  -0.715  -0.180  1.760
H  -0.991  1.216  0.686
H  1.569  -0.476  0.996
H  1.346  1.272  1.335
H  2.820  1.391  -1.943
H  2.811  2.161  -0.321
H  3.415  0.475  -0.514

## Properties
energy relative to the best compared isomer or geometry (same formula, charge and spin)	1.812	eV
Kohn-Sham gap (alpha / beta)	5.18 / 3.64	eV
total charge	+1
largest force on an atom	6.7	eV/Å

C4H11O3 | wB97M-V/def2-TZVPD

CARTESIAN COORDINATES (ANGSTROEM)
C  0.575  -0.917  -1.510
O  0.879  0.065  -2.602
C  -0.668  -0.792  -0.650
C  -0.932  0.685  -0.155
C  -1.027  1.053  1.498
O  -0.296  0.198  2.195
H  0.484  -1.891  -2.051
H  1.569  -1.069  -1.033
H  0.699  0.909  -2.233
H  -0.352  -1.363  0.255
H  -1.580  -1.178  -1.055
H  -0.057  1.256  -0.428
H  -1.649  1.173  -0.759
H  -2.144  0.874  1.758
H  -0.707  2.023  1.745
H  2.257  0.043  1.174
H  0.899  -0.365  2.079
O  2.051  -0.703  1.771

## Properties
energy relative to the best compared isomer or geometry (same formula, charge and spin)	2.118	eV
Kohn-Sham gap	7.52	eV
total charge	-1
largest force on an atom	4.6	eV/Å

C4H11O3P | wB97M-V/def2-TZVPD

CARTESIAN COORDINATES (ANGSTROEM)
C  2.316  -0.126  -1.001
C  -1.860  -1.239  1.163
C  -0.932  1.678  -0.620
C  1.102  -0.481  -0.089
O  -0.505  -0.444  -2.438
O  1.049  -1.981  0.040
O  -1.779  -0.973  -0.229
P  -0.492  -0.084  -1.041
H  2.032  -0.558  -1.942
H  2.296  0.918  -1.159
H  3.261  -0.411  -0.580
H  -1.850  -0.265  1.618
H  -1.119  -1.978  1.432
H  -2.762  -1.692  1.265
H  -1.984  1.775  -0.847
H  -0.718  1.680  0.582
H  -0.263  2.360  -1.059
H  1.170  -0.249  0.929
H  0.917  -2.228  -0.869

## Properties
energy relative to the best compared isomer or geometry (same formula, charge and spin)	1.107	eV
Kohn-Sham gap	10.82	eV
largest force on an atom	5.2	eV/Å
SMILES string	CO[P@](C)(=O)[C@H](C)O

C4H11O3Sm | wB97M-V/def2-TZVPD

CARTESIAN COORDINATES (ANGSTROEM)
O  0.021  -0.114  -0.660
C  0.986  0.847  -1.095
C  0.780  2.081  -0.246
O  0.675  1.653  1.114
C  0.648  2.718  2.062
Sm  -0.417  -0.431  1.499
H  0.827  1.094  -2.153
H  1.996  0.442  -0.955
H  -0.147  2.604  -0.523
H  1.634  2.765  -0.357
H  0.613  2.272  3.060
H  1.558  3.324  1.958
H  -0.238  3.345  1.899
O  -1.858  -2.208  1.231
H  -0.306  -0.861  -1.273
C  -2.035  -3.533  1.605
H  -3.095  -3.766  1.818
H  -1.680  -4.213  0.807
H  -1.468  -3.814  2.514

## Properties
⟨S²⟩	9.2002
Kohn-Sham gap (alpha / beta)	6.19 / 9.34	eV
total charge	+2
largest force on an atom	3.0	eV/Å
multiplicity	6